ORCA calculation (ωB97M-V with the def2-TZVPD basis set) on 7 unconnected molecules or ions with the total composition C15H39Cl9O16P4 in a non-equilibrium geometry.

Results
- Frontier orbital gap: 10.5808 eV
- SMILES: COP(=O)(OC)OC.COP(=O)(OC)OC.COP(=O)(OC)OC.COP(=O)(OC)OC.ClC(Cl)Cl.ClC(Cl)Cl.ClC(Cl)Cl
- LUMO: 0.089 eV
- ΔE to the lowest compared entry with this formula, charge and spin: 3.782 eV
- HOMO level: -10.49 eV

```
83
Properties=species:S:1:pos:R:3:lowdin_charge:R:1
C -9.79295 -27.08002 13.94015 -0.15
O -10.52908 -27.71751 14.90438 -0.22
P -9.87981 -28.92037 15.80739 0.43
O -8.59383 -28.62518 16.46845 -0.23
O -11.07671 -29.20599 16.78113 -0.19
C -12.43904 -29.13314 16.48401 -0.11
O -9.78554 -30.19538 14.79585 -0.22
C -8.89356 -31.26667 15.19177 -0.10
H -9.88166 -26.00559 14.10084 0.09
H -10.18664 -27.22005 12.93341 0.09
H -8.73633 -27.34750 13.95029 0.09
H -12.81283 -28.26909 17.03339 0.10
H -13.09174 -29.96505 16.74861 0.09
H -12.60467 -28.98859 15.41642 0.09
H -9.35487 -32.25073 15.27496 0.09
H -8.44143 -31.12640 16.17360 0.08
H -8.07520 -31.24927 14.47198 0.09
C -2.53048 -27.16461 13.30621 -0.12
O -2.05302 -27.21824 11.99854 -0.26
P -2.54606 -26.21157 10.76036 0.53
O -2.93816 -24.83066 11.17931 -0.25
O -3.78618 -27.04384 10.05940 -0.24
C -3.53896 -28.30810 9.41245 -0.11
O -1.29212 -26.26583 9.69982 -0.23
C -1.51374 -25.97614 8.33474 -0.12
H -2.85150 -28.17484 13.56015 0.09
H -3.34264 -26.44128 13.23348 0.08
H -1.72133 -26.88391 13.98042 0.09
H -4.32344 -29.01675 9.67797 0.09
H -2.61363 -28.84927 9.60994 0.09
H -3.55797 -28.13179 8.33698 0.08
H -0.85127 -25.17694 8.00230 0.09
H -2.54142 -25.65546 8.16398 0.09
H -1.25261 -26.82949 7.70889 0.09
C -2.10199 -12.14545 20.42029 -0.14
O -1.31083 -11.80370 21.54644 -0.22
P -1.59170 -10.33702 22.22671 0.46
O -2.17098 -9.34265 21.32615 -0.23
O -0.18118 -9.87374 22.93437 -0.22
C 0.35980 -10.56577 24.10123 -0.09
O -2.58576 -10.62106 23.49593 -0.24
C -3.90493 -11.18183 23.25051 -0.09
H -2.55773 -13.12172 20.58551 0.09
H -1.50920 -12.16210 19.50572 0.09
H -2.89013 -11.42947 20.18721 0.07
H -0.06503 -11.56261 24.21918 0.08
H 0.20956 -9.98479 25.01118 0.09
H 1.38948 -10.81904 23.84886 0.09
H -4.21019 -11.53634 22.26600 0.08
H -4.64380 -10.38938 23.36965 0.08
H -4.10965 -11.75090 24.15735 0.09
C -2.07378 -27.30967 20.96690 -0.12
O -0.97948 -26.40997 20.74516 -0.25
P 0.02107 -25.85551 21.95148 0.48
O 0.23317 -26.81977 23.03934 -0.23
O 1.35288 -25.29756 21.19765 -0.20
C 1.08192 -24.39732 20.12450 -0.12
O -0.69405 -24.47132 22.38628 -0.23
C -1.96833 -24.54482 22.91944 -0.12
H -2.12412 -28.02834 20.14892 0.08
H -3.03073 -26.78814 20.94882 0.08
H -1.94724 -27.94599 21.84278 0.09
H 0.20863 -24.60576 19.50643 0.09
H 1.95551 -24.50179 19.48105 0.09
H 1.09465 -23.37571 20.50433 0.09
H -2.47661 -25.47884 22.67990 0.07
H -2.50881 -23.64987 22.61115 0.10
H -1.80854 -24.51162 23.99716 0.10
Cl -10.32349 -25.75723 22.63629 0.55
C -9.41386 -24.55721 21.77437 -1.56
Cl -8.85258 -23.30173 22.86393 0.52
Cl -10.31952 -23.74952 20.43824 0.48
H -8.62946 -25.09221 21.23904 0.01
Cl -4.39194 -19.23274 17.26178 0.51
C -4.91953 -20.84157 16.79850 -1.57
Cl -6.56137 -20.66907 16.18097 0.51
Cl -4.85542 -21.92686 18.17633 0.53
H -4.24118 -21.17994 16.01527 0.02
Cl -7.85824 -13.87704 15.39528 0.54
C -8.62039 -14.88471 14.20518 -1.51
Cl -7.43416 -15.47652 12.98883 0.50
Cl -10.01955 -13.97637 13.47077 0.47
H -9.10864 -15.74884 14.65573 0.01
```

---

ORCA calculation (ωB97M-V with the def2-TZVPD basis set) on C5H4ClN3O2S2 in the gas phase in a non-equilibrium geometry.

Results
- Frontier orbital gap (alpha / beta): 6.7436 / 5.7956 eV
- LUMO (alpha / beta): -0.358 / -3.512 eV
- ⟨S²⟩: 2.0065
- 2S+1: 3
- HOMO level (alpha / beta): -7.10 / -9.31 eV

```
17
Properties=species:S:1:pos:R:3:mulliken_spin:R:1
C -1.61680 -2.34881 -0.26335 0.00
C -0.97506 -2.35106 -1.48362 0.00
C -0.39337 -0.67114 -0.27334 0.00
C -0.06430 3.31433 1.25809 0.52
C 0.44455 0.62953 0.49229 0.01
N -1.21209 -1.30633 0.49463 0.00
N -0.13795 -1.23901 -1.43124 0.00
N 1.86404 0.43080 0.19918 0.02
O 2.66038 0.44004 1.09502 0.00
O 2.04100 0.12429 -0.96368 0.00
S -0.85153 4.71143 1.28221 1.17
S -0.04748 2.31360 -0.07274 0.18
Cl 0.87796 2.64094 2.72819 0.09
H -2.26208 -3.14747 0.02298 0.00
H -1.07006 -2.95623 -2.32110 0.00
H 0.25553 0.47950 1.53983 0.01
H 0.48727 -1.06441 -2.30335 0.00
```

---

ORCA calculation (ωB97M-V with the def2-TZVPD basis set) on 2 unconnected molecules or ions with the total composition C5H8NO2 in a non-equilibrium geometry.

Results
- Frontier orbital gap: 9.4129 eV
- LUMO: -4.379 eV
- ΔE to the lowest compared entry with this formula, charge and spin: 3.498 eV
- Total charge: +1
- HOMO level: -13.79 eV

```
16
Properties=species:S:1:pos:R:3:lowdin_charge:R:1
C -0.40646 -0.96689 -2.49959 -0.18
C 0.91174 0.17531 0.48175 -0.37
C -1.04591 -0.62751 -1.37389 -0.03
C -0.36249 -0.07546 0.67102 -0.09
C 1.66538 0.56059 -0.68329 0.02
N -1.48841 -0.07175 1.29792 0.14
O 0.27437 -1.34419 -3.33973 0.28
O 1.55663 0.31785 1.62043 0.13
H -1.74592 0.17202 -1.59011 0.11
H -1.62584 -1.60813 -1.03503 0.17
H 1.41986 1.58093 -1.04553 0.13
H 1.65601 -0.06351 -1.55171 0.07
H 2.67822 0.67476 -0.34090 0.11
H -1.96214 -0.81698 1.93829 0.20
H 1.06081 0.22847 2.44666 0.15
H -1.85873 0.90836 1.36758 0.17
```

---

ORCA calculation (ωB97M-V with the def2-TZVPD basis set) on 2 unconnected molecules or ions with the total composition C5H10NO2 in a non-equilibrium geometry.

Results
- Frontier orbital gap: 11.4562 eV
- LUMO: -2.688 eV
- ΔE to the lowest compared entry with this formula, charge and spin: 2.845 eV
- Total charge: +1
- HOMO level: -14.14 eV

```
18
Properties=species:S:1:pos:R:3:lowdin_charge:R:1
C 0.26920 -2.00932 0.30310 -0.09
C 2.55901 0.84489 -0.39402 0.06
C -0.69682 -1.10089 0.36425 -0.05
C -1.10775 0.74982 -1.12824 -0.01
C -0.63991 1.27310 1.12334 0.04
N -0.33635 0.24872 0.03717 -0.18
O 3.63372 1.07699 -0.49623 0.17
O 1.50674 -1.61055 -0.08608 0.02
H 0.18907 -2.99344 0.47574 0.11
H -1.65329 -1.47292 0.64577 0.14
H -1.29298 1.83106 -1.28698 0.12
H -0.75996 0.21981 -1.96737 0.09
H -2.21472 0.42189 -1.14944 0.14
H -1.35887 0.75516 1.61601 0.07
H 0.17781 1.42339 1.84624 0.13
H -0.92568 2.19308 0.74761 0.08
H 0.72313 0.42835 -0.08375 0.07
H 1.92763 -2.27913 -0.56712 0.10
```

---

ORCA calculation (ωB97M-V with the def2-TZVPD basis set) on 5 unconnected molecules or ions with the total composition C13H36ClNO14S3 in a non-equilibrium geometry.

Results
- Frontier orbital gap: 6.9941 eV
- LUMO: -1.780 eV
- HOMO level: -8.77 eV

```
68
Properties=species:S:1:pos:R:3:lowdin_charge:R:1
C -5.16835 -3.41208 -2.55067 -0.03
C -5.28648 -2.00008 -2.07682 -0.31
C -3.97008 -1.29062 -1.90514 -0.24
O -3.37031 -1.89090 -0.81409 -0.14
C -2.31562 -1.08278 -0.32581 -0.05
N -6.15743 -1.16327 -3.02673 0.22
H -6.89254 -0.69751 -2.46460 0.18
H -5.67453 -0.35883 -3.46530 0.18
H -6.67747 -1.71333 -3.72203 0.17
H -4.99491 -4.03589 -1.66947 0.11
H -4.32723 -3.54856 -3.22168 0.10
H -6.10002 -3.82466 -2.94914 0.09
H -5.83078 -1.86982 -1.14562 0.16
H -4.15348 -0.21569 -1.70343 0.13
H -3.38177 -1.37521 -2.84168 0.15
H -1.43004 -1.23077 -0.93277 0.10
H -2.12764 -1.28973 0.72589 0.10
H -2.65118 -0.04820 -0.30369 0.06
Cl 1.13370 -0.29457 1.44575 0.63
O 1.19284 -1.17422 0.29467 -0.39
O 0.84664 1.06319 0.99460 -0.39
O 0.10152 -0.79604 2.32893 -0.37
O 2.39809 -0.26233 2.13486 -0.35
O -2.41301 4.37556 -1.07441 -0.26
S -2.80544 3.04468 -0.77923 0.54
O -4.14543 2.60255 -1.00427 -0.31
O -1.92278 2.04601 -1.63378 -0.28
C -0.59411 2.46703 -2.08990 -0.23
C -0.19551 1.44870 -3.12013 -0.06
C -2.32098 2.66935 0.89820 -0.09
H 0.08271 2.53425 -1.24055 0.10
H -0.70565 3.44966 -2.53837 0.10
H 0.82873 1.52830 -3.48726 0.08
H -0.85726 1.53346 -3.98972 0.08
H -0.27502 0.41927 -2.76561 0.07
H -2.32033 1.60092 1.03462 0.05
H -3.04853 3.21553 1.50300 0.08
H -1.36371 3.13904 1.09735 0.07
O 3.18629 6.60478 -1.83102 -0.26
S 2.47440 5.54508 -1.21553 0.55
O 1.26815 5.04907 -1.78722 -0.27
O 3.47707 4.33142 -1.08902 -0.26
C 2.93293 3.02998 -0.73509 -0.27
C 4.07992 2.17487 -0.44893 -0.07
C 2.22184 5.94553 0.49321 -0.11
H 2.39447 2.67197 -1.60717 0.11
H 2.33959 3.04394 0.17855 0.11
H 4.84446 2.33422 -1.22086 0.09
H 3.84119 1.11308 -0.54329 0.09
H 4.54865 2.32145 0.51980 0.09
H 1.54915 5.24018 0.96586 0.07
H 2.01518 7.00916 0.52907 0.07
H 3.17652 5.80591 1.01157 0.08
O 5.75705 -3.47779 4.94622 -0.26
S 4.44440 -3.98568 4.81904 0.54
O 3.41346 -3.61949 5.72661 -0.26
O 4.01068 -3.65311 3.34410 -0.24
C 2.61482 -3.75282 3.07019 -0.29
C 2.43296 -3.90672 1.58771 -0.06
C 4.54835 -5.73823 4.72407 -0.13
H 2.07057 -2.88398 3.44511 0.12
H 2.19162 -4.60629 3.62074 0.11
H 2.97742 -4.80427 1.28266 0.08
H 2.89548 -3.02823 1.13827 0.07
H 1.39687 -3.93811 1.27849 0.08
H 3.65170 -6.19904 4.31874 0.06
H 4.72073 -6.15138 5.72070 0.07
H 5.41742 -6.03786 4.14145 0.07
```

---

ORCA calculation (ωB97M-V with the def2-TZVPD basis set) on 2 unconnected molecules or ions with the total composition C3H5O3S in a non-equilibrium geometry.

Results
- Frontier orbital gap: 7.0853 eV
- LUMO: 3.584 eV
- ΔE to the lowest compared entry with this formula, charge and spin: 1.313 eV
- Total charge: -1
- HOMO level: -3.50 eV

```
12
Properties=species:S:1:pos:R:3:lowdin_charge:R:1
C 0.77072 1.08747 -0.53177 -0.07
C 1.73327 0.14806 -0.74831 -0.57
C -1.84039 -0.06065 1.20847 -0.58
O -1.80055 -0.43493 -0.03831 -0.17
O 0.07640 -1.89922 -0.80048 -0.58
O -1.03925 -0.32524 2.09084 -0.05
S 1.60289 -1.54847 -0.91770 0.78
H 1.14208 2.05415 -0.21658 0.04
H -0.18501 0.75880 -0.34538 -0.03
H 2.79690 0.49830 -0.80149 0.05
H -2.72098 0.75378 1.45222 0.13
H -0.53607 -1.03205 -0.35152 0.05
```

---

The evaluated molar mass for the records listed, in turn: 918.43 237.69 114.12 116.14 562.08 121.14 Da.